Entry 1:
Density functional theory data (wB97M-V/def2-TZVPD) for the molecule C5H9NO.

```
16
Properties=species:S:1:pos:R:3:forces:R:3:mulliken_charge:R:1
O 3.0587 0.8251 1.4137 0.2020 0.2716 -0.0512 -0.512
N 0.7437 1.4663 0.9793 -0.3670 -0.2688 -0.2698 -0.540
C -0.9875 0.1202 -0.2645 0.1441 0.0980 0.0789 0.648
C 1.8052 0.4125 0.9952 -0.0136 -0.4109 0.0055 -0.241
C -0.9644 0.0983 -1.7723 -0.0291 0.0207 -0.1229 -1.241
C -1.7349 -0.9656 0.4710 -0.1000 -0.0235 0.0402 -1.214
C -0.2115 0.9515 0.3915 0.1622 -0.1056 -0.0047 0.313
H 1.8422 -0.0167 -0.0140 0.1086 -0.0809 0.1720 0.246
H -2.8133 -0.9364 0.2801 0.1145 0.0233 0.0139 0.347
H 3.5928 1.0123 0.6358 -0.0116 0.1815 0.1430 0.335
H -0.2935 0.8647 -2.1722 -0.1579 -0.0931 0.0506 0.324
H -1.5709 -0.9108 1.5520 -0.0728 0.0330 -0.1913 0.324
H -0.5997 -0.8801 -2.1151 -0.1049 0.1526 0.0468 0.309
H -1.9596 0.2475 -2.2055 0.1007 -0.0016 0.0647 0.372
H -1.3641 -1.9411 0.1251 -0.1166 0.1650 0.0569 0.298
H 1.4569 -0.3476 1.6998 0.1414 0.0388 -0.0326 0.234
```
Positions in Å, forces in eV/Å.

largest force on an atom: 0.5 eV Å⁻¹
E: -325.83951 Ha
SMILES: CC(C)=C=NCO
frontier orbital gap: 9.36 eV
LUMO energy: 0.769 eV
relative energy (zero: lowest compared OMol25 entry of this formula, charge and spin): 2.6680 eV


Entry 2:
Density functional theory data (wB97M-V/def2-TZVPD) for the molecule C4H6O2.

```
12
Properties=species:S:1:pos:R:3:forces:R:3:mulliken_charge:R:1
O 1.1761 -0.5710 1.0179 -0.2283 -0.2138 0.1549 -0.460
O -1.8615 -0.0243 -0.1493 0.0083 0.0875 0.1758 -0.405
C 0.2590 -0.1663 0.0263 -0.3425 0.0981 -0.1245 0.728
C -0.8228 0.8383 0.3327 0.0387 0.3461 0.1480 -0.584
C -0.9441 -1.0646 -0.5152 0.5636 -0.0828 0.0097 -0.332
C 1.6744 0.2715 -0.0148 0.0091 -0.0636 -0.3320 -0.400
H -1.1381 -1.9592 0.0982 0.4553 0.2274 -0.0509 0.217
H 2.4577 -0.1133 -0.6650 -0.3174 -0.3216 0.0486 0.248
H -0.8606 1.1174 1.3940 -0.3742 -0.1223 -0.1317 0.305
H -0.7571 1.7352 -0.2927 -0.0341 0.0232 0.1360 0.243
H 1.8862 1.2937 0.3403 -0.2441 -0.3289 -0.3220 0.219
H -1.0693 -1.3574 -1.5723 0.4655 0.3506 0.2882 0.222
```
Positions in Å, forces in eV/Å.

largest force on an atom: 0.7 eV Å⁻¹
E: -306.38552 Ha
SMILES: C1OCC12CO2
frontier orbital gap: 10.90 eV
LUMO energy: 0.990 eV
relative energy (zero: lowest compared OMol25 entry of this formula, charge and spin): 3.2864 eV


Entry 3:
Density functional theory data (wB97M-V/def2-TZVPD) for a structure of composition C21H36P2Pd.

```
60
Properties=species:S:1:pos:R:3:forces:R:3:lowdin_spin:R:1
Pd 1.0221 -2.7541 1.8475 1.5145 1.8939 -1.0925 0.662
P -2.1353 -5.1659 -1.3344 -0.7598 0.7651 0.2166 0.002
P -1.0001 -3.5344 1.7144 -3.0048 -0.8522 -0.4456 0.194
C 0.8386 -0.8201 0.0281 0.0984 2.1422 -1.7404 0.734
C 1.2025 1.1107 3.8628 0.2007 -0.7729 -0.7838 0.020
C -4.8193 -2.4328 -0.6806 -0.8640 1.0585 -0.0981 0.069
C -2.4339 -2.6047 0.1038 3.1254 -0.0686 0.0520 0.197
C -1.9100 -3.4175 -1.1035 2.5389 0.4675 1.0801 0.051
C 3.4518 0.5630 3.0468 0.0051 -0.7581 -0.7031 0.024
C -3.8464 -5.5001 -1.7129 -0.3568 -0.8782 -0.3027 0.007
C -1.2912 -2.5856 -2.2813 0.2035 -1.5785 -0.2443 0.058
C -1.1973 -5.7210 -2.7451 -0.0347 -0.8455 -0.4247 0.001
C 0.5276 -4.5902 2.6389 -0.4580 -1.7716 1.4030 0.149
C -3.5243 -2.3311 -2.9702 2.0077 0.1306 -2.4789 0.359
C 1.6044 -0.9187 2.6508 0.7171 0.0814 0.1460 0.400
C -1.9955 -5.1315 1.4558 0.8375 0.5688 0.5607 0.024
C -2.2593 -1.5730 -2.8537 0.2374 0.2672 1.1392 0.067
C -1.7044 -5.9773 0.2257 -0.6917 -0.5498 -0.2025 0.004
C -1.9482 -3.1101 3.2273 0.0620 0.0312 -0.0131 0.003
C -4.5853 -2.1634 -2.1906 -2.3647 0.1612 2.8229 0.411
C 2.5793 1.3944 3.7476 -0.4893 0.4158 0.3069 0.012
C -3.7852 -2.1156 0.4347 -0.7949 0.4889 -0.9121 0.052
C 0.7008 -0.0718 3.2483 0.2576 0.6902 0.8705 0.072
C 2.9588 -0.6230 2.4385 -0.7987 0.6307 1.2025 0.086
H -2.3387 -0.7115 -2.1744 -0.2187 -0.3140 -0.1804 0.002
H -0.1999 -5.0377 3.3359 0.4255 0.1868 -0.1540 0.016
H 4.5201 0.8146 2.9556 -0.6548 -0.0780 0.0210 0.004
H -4.2129 -2.5238 1.3691 0.0054 0.0026 -0.3669 0.009
H -0.9773 -3.2916 -3.0812 -0.0620 0.6586 0.4137 0.001
H -5.7960 -1.9574 -0.4694 0.4700 -0.2480 0.0947 0.003
H -4.4927 -5.3846 -0.8327 0.2497 -0.1638 -0.2446 0.001
H -0.8829 -3.7236 -0.6455 -0.4786 0.4493 -0.1267 0.019
H -0.3830 -2.1172 -1.8967 -0.3593 0.0635 -0.2982 0.010
H -1.5929 -6.7203 -2.9970 0.3012 0.2139 0.1348 0.000
H -1.4785 -2.2981 3.7925 -0.1451 -0.1935 -0.1048 0.000
H 3.5459 -1.3093 1.8439 0.5086 0.1318 0.1715 0.011
H -5.0099 -3.5167 -0.6059 -0.0826 0.2967 -0.4223 0.012
H -3.6641 -1.0251 0.5960 -0.5898 -0.5427 -0.0801 0.000
H -1.3742 -5.1028 -3.6297 -0.0400 -0.0662 0.2147 0.000
H 0.5215 1.7721 4.4034 0.3128 -0.1336 -0.2376 0.003
H -2.9570 -2.8150 2.9090 0.2799 -0.0286 0.3077 0.000
H 0.4732 -0.9549 -1.0057 0.1940 -0.2122 0.7267 0.053
H 0.9595 -5.4080 2.0504 -0.0201 0.2892 -0.0027 0.009
H -4.1680 -4.8068 -2.5020 0.0067 -0.3521 0.2184 0.004
H -1.7280 -1.7591 0.1367 -0.3747 -0.1754 -0.2681 0.003
H -3.5875 -3.0050 -3.8599 -0.2450 0.7555 0.3299 0.030
H -0.1217 -5.8053 -2.5738 -0.1354 0.1139 0.1118 0.000
H -0.3628 -0.3419 3.2465 0.3868 0.3033 0.3171 0.010
H -2.4291 -6.8114 0.2409 0.5363 -0.1468 0.0488 0.000
H -1.8895 -1.2247 -3.8025 -0.1252 0.0883 -0.5766 0.002
H -0.6814 -6.3828 0.2552 -0.3320 0.1873 -0.2922 0.001
H 1.2736 -4.1490 3.3246 0.1850 -0.3885 0.1495 0.016
H 0.3389 0.0204 0.5334 -0.1970 -0.7803 0.0473 0.036
H -1.7522 -5.7339 2.3394 -0.3561 -0.1284 -0.2448 0.001
H -5.4732 -1.7890 -2.7286 -0.1267 -0.7617 0.0849 0.033
H 2.9701 2.3210 4.1981 -0.2128 -0.6180 -0.1849 0.001
H -3.9288 -6.5334 -2.0947 -0.2074 0.3982 0.1872 0.000
H 1.9108 -0.5992 0.0533 -0.1703 -0.7075 0.0561 0.046
H -2.0179 -4.0103 3.8584 -0.0526 0.4123 -0.0590 0.001
H -3.0382 -4.8016 1.5397 0.1359 -0.2297 -0.1506 0.002
```
Positions in Å, forces in eV/Å.

largest force on an atom: 3.7 eV Å⁻¹
E: -1631.35588 Ha
2S+1: 5
frontier orbital gap (alpha / beta): 3.67 / 4.18 eV
expectation value of S²: 6.0304
LUMO energy (alpha / beta): -8.074 / -9.057 eV
relative energy (zero: lowest compared OMol25 entry of this formula, charge and spin): 4.9843 eV
charge: +2


Entry 4:
Density functional theory data (wB97M-V/def2-TZVPD) for the molecule CH5OPS.

```
9
Properties=species:S:1:pos:R:3:forces:R:3:lowdin_spin:R:1
S -0.7994 0.9866 -0.1511 -0.2976 2.1380 0.5093 0.693
P -0.6331 -1.3917 -0.1890 -1.6636 -1.6968 -0.8399 0.900
O -0.2838 -1.9921 -1.6669 3.5208 -0.7100 -0.6772 0.271
C 0.6106 1.4561 0.9251 -3.1749 3.2837 0.4256 0.054
H 1.3482 0.8253 0.6400 2.9541 -1.2652 -0.9417 0.008
H 0.7726 2.6352 0.8165 -0.0165 -2.9026 0.3070 0.018
H 0.2840 1.1500 1.9154 0.2578 0.6216 0.2700 0.000
H 0.7233 -1.8827 -1.8301 -2.4267 -0.2161 0.0985 0.004
H -2.0224 -1.7867 -0.4600 0.8466 0.7474 0.8485 0.054
```
Positions in Å, forces in eV/Å.

largest force on an atom: 4.6 eV Å⁻¹
E: -855.71846 Ha
2S+1: 3
frontier orbital gap (alpha / beta): 5.81 / 6.18 eV
expectation value of S²: 2.0087
LUMO energy (alpha / beta): 0.438 / -2.638 eV
relative energy (zero: lowest compared OMol25 entry of this formula, charge and spin): 2.0306 eV